A structure of composition C13H20F2GeIrN3S2, computed with the ωB97M-V functional and the def2-TZVPD basis.

The total energy is -104732.3440 eV. As for the expectation value of S²: 6.03. The calculation puts the HOMO-LUMO gap (alpha / beta) at 6.534 / 6.088 eV.

The geometry in ORCA input format:
```
! wB97M-V def2-TZVPD RIJCOSX def2/J DEFGRID3
* xyz 0 5
Ir -0.67 0.22 0.09
C -2.19 -3.99 3.13
S -0.98 -2.83 3.79
C -1.02 -1.50 2.63
S -1.57 -1.75 0.97
N -0.57 -0.38 3.07
N -0.52 0.57 2.09
C -0.29 1.86 2.43
C -0.67 2.84 1.50
C -0.58 4.23 1.72
C -1.02 5.09 0.76
C -1.56 4.59 -0.44
C -1.62 3.23 -0.60
N -1.18 2.37 0.32
H -1.97 -4.95 3.59
H -2.10 -4.10 2.05
H -3.20 -3.69 3.39
H 0.13 2.09 3.41
H -0.16 4.59 2.66
H -0.95 6.16 0.91
H -1.92 5.25 -1.22
H -2.04 2.79 -1.50
C 1.56 -0.87 -3.44
Ge 1.93 -1.35 -1.58
C 3.86 -1.42 -1.31
C 1.17 -3.07 -1.14
C 1.33 0.10 -0.38
H 2.23 -1.43 -4.09
H 1.72 0.19 -3.61
H 0.53 -1.13 -3.70
H 4.31 -2.17 -1.97
H 4.08 -1.70 -0.28
H 4.32 -0.46 -1.52
H 1.64 -3.84 -1.77
H 0.10 -3.08 -1.33
H 1.34 -3.32 -0.10
H 1.60 1.06 -0.83
H 1.88 0.00 0.56
F -2.85 0.43 -1.70
C -1.53 0.02 -1.76
F -1.54 -1.27 -2.23
H -1.05 0.64 -2.54
*
```

A cluster of 2 separate species, C15H18Cl4N2O2 in total, computed with the ωB97M-V functional and the def2-TZVPD basis.

The total energy is -73009.7386 eV. The calculation puts the HOMO-LUMO gap at 5.256 eV.

The geometry in ORCA input format:
```
! wB97M-V def2-TZVPD RIJCOSX def2/J DEFGRID3
* xyz 0 1
Cl 0.69 4.15 3.99
C 1.56 2.65 3.96
C 0.86 1.47 3.93
Cl -0.86 1.48 3.90
C 1.54 0.21 3.91
O 0.92 -0.84 3.86
C 3.02 0.22 3.94
O 3.65 -0.82 3.94
C 3.68 1.49 3.97
Cl 5.40 1.52 3.98
C 2.97 2.66 3.98
Cl 3.82 4.17 4.00
C -1.77 2.43 -2.69
C -3.21 1.89 -2.88
C -3.14 0.37 -2.66
N -1.84 0.09 -2.00
C -1.31 -1.26 -2.25
C -0.07 -1.54 -1.42
C 0.52 -2.95 -1.61
C 1.05 -3.36 -0.23
C 0.29 -2.50 0.79
N -0.40 -1.43 0.03
C -0.90 1.21 -2.35
H -1.41 2.95 -3.58
H -1.74 3.16 -1.87
H -3.89 2.35 -2.15
H -3.61 2.14 -3.87
H -3.96 -0.01 -2.04
H -3.17 -0.17 -3.61
H -2.09 -1.99 -1.98
H -1.12 -1.39 -3.32
H 0.71 -0.80 -1.66
H -0.27 -3.63 -1.95
H 1.30 -2.97 -2.38
H 0.93 -4.43 -0.04
H 2.13 -3.16 -0.16
H -0.48 -3.08 1.31
H 0.95 -2.07 1.55
H -0.22 -0.49 0.39
H -0.31 0.90 -3.22
H -0.21 1.39 -1.52
*
```

A cluster of 2 separate species, C21H30N2O7 in total, computed with the ωB97M-V functional and the def2-TZVPD basis.

The total energy is -39569.0690 eV. The calculation puts the HOMO-LUMO gap at 7.951 eV.

The geometry in ORCA input format:
```
! wB97M-V def2-TZVPD RIJCOSX def2/J DEFGRID3
* xyz 0 1
C -3.32 -1.31 -2.87
C -4.04 -2.67 -2.45
C -5.49 -2.96 -3.13
C -3.53 -3.66 -1.58
C -2.31 -3.39 -0.56
C -2.79 -2.29 0.52
C -1.57 -1.65 1.36
C -2.25 -0.49 2.29
C -0.53 -0.94 0.36
C 0.78 -1.86 0.23
C 1.77 -1.49 -0.98
C 1.52 -0.17 -1.84
C 1.60 1.20 -1.02
N 2.31 1.42 0.06
O 3.08 -1.43 -0.30
C 3.95 -2.54 -0.46
O 5.05 -2.63 0.13
O 3.29 -3.46 -1.33
C 2.11 -2.80 -1.89
O 2.55 -2.56 -3.25
O 1.08 -3.78 -2.07
H -2.28 -1.54 -3.34
H -3.12 -0.59 -2.01
H -3.98 -0.77 -3.65
H -5.56 -4.05 -3.48
H -6.27 -2.73 -2.30
H -5.59 -2.24 -4.01
H -4.00 -4.72 -1.61
H -2.11 -4.35 0.03
H -1.42 -3.05 -1.20
H -3.25 -1.40 -0.07
H -3.64 -2.67 1.20
H -1.05 -2.40 2.06
H -3.22 -0.86 2.80
H -2.49 0.39 1.58
H -1.54 -0.12 3.11
H -0.20 0.03 0.90
H -0.99 -0.62 -0.64
H 0.43 -2.95 0.24
H 1.38 -1.72 1.21
H 0.53 -0.29 -2.43
H 2.35 -0.11 -2.64
H 0.95 2.08 -1.40
H 2.14 2.41 0.34
H 1.78 -2.37 -3.82
H 1.26 -4.59 -1.53
C 3.89 7.03 2.80
C 4.32 5.72 2.91
C 3.39 4.68 2.94
C 2.03 4.97 2.84
C 1.59 6.29 2.73
C 2.53 7.32 2.71
N 1.06 3.88 2.84
O 1.48 2.74 2.96
O -0.12 4.17 2.72
H 4.61 7.84 2.77
H 5.38 5.50 2.98
H 3.74 3.66 3.03
H 0.54 6.53 2.66
H 2.20 8.35 2.62
*
```

The molecule C6H9NO, computed with the ωB97M-V functional and the def2-TZVPD basis.

The total energy is -9901.0781 eV. The calculation puts the HOMO-LUMO gap at 9.956 eV.

The geometry in ORCA input format:
```
! wB97M-V def2-TZVPD RIJCOSX def2/J DEFGRID3
* xyz 0 1
C -1.63 0.13 -0.14
C 0.26 -1.42 0.19
C 1.58 0.16 0.00
C 0.69 1.23 -0.66
C -0.35 0.98 0.39
C 0.43 -0.21 1.03
H -2.44 -0.20 0.55
H -1.77 0.82 -0.96
H -1.61 -1.86 -0.53
H 0.45 -2.53 0.50
H 2.58 0.21 0.46
H 1.13 2.34 -0.97
H 0.18 0.88 -1.79
H -0.56 1.94 0.98
H 0.60 -0.17 2.06
N -0.91 -1.15 -0.52
O 1.37 -1.14 -0.59
*
```

The molecule C7H12, computed with the ωB97M-V functional and the def2-TZVPD basis.

The total energy is -7451.1050 eV. The calculation puts the HOMO-LUMO gap at 9.368 eV.

The geometry in ORCA input format:
```
! wB97M-V def2-TZVPD RIJCOSX def2/J DEFGRID3
* xyz 0 1
C -0.08 1.93 1.39
C -0.61 0.63 0.75
C 0.29 0.10 -0.31
C 1.00 -1.05 -0.37
C 1.24 -1.90 0.85
C -1.45 0.13 -2.19
C -0.20 0.13 -1.74
H 0.85 1.71 1.91
H -0.77 2.41 2.08
H 0.13 2.62 0.57
H -1.59 0.81 0.33
H -0.72 -0.10 1.56
H 1.59 -1.31 -1.23
H 1.88 -1.52 1.65
H 1.49 -2.95 0.66
H 0.26 -1.93 1.35
H -2.29 -0.10 -1.54
H -1.55 -0.09 -3.25
H 0.53 0.49 -2.46
*
```

A structure of composition C4H5CaLiO6, computed with the ωB97M-V functional and the def2-TZVPD basis.

The total energy is -35159.8946 eV. The calculation puts the HOMO-LUMO gap at 5.760 eV.

The geometry in ORCA input format:
```
! wB97M-V def2-TZVPD RIJCOSX def2/J DEFGRID3
* xyz 0 1
O -1.25 1.71 0.88
C 0.17 1.79 1.00
C 0.72 0.39 1.26
O 0.04 -0.62 0.56
C 0.39 -0.80 -0.87
O 0.23 0.33 -1.53
O 1.58 -1.43 -0.98
H -1.65 2.58 0.96
H 0.45 2.45 1.84
H 0.59 2.20 0.07
H 0.61 0.14 2.33
H 1.80 0.38 1.02
O -0.61 -3.06 -1.56
C -0.87 -1.83 -1.29
O -2.04 -1.43 -1.21
Li -1.53 0.46 -0.63
Ca 1.37 -3.26 -1.86
*
```

Calculated ΔE to the lowest compared entry with this formula, charge and spin, 0.0 4.7 230.7 104.4 53.6 0.0 kcal per mole (same order as the records).